[1]
# C2HBeO3

A molecular structure, C2HBeO3 (ωB97M-V with the def2-TZVPD basis set, OMol25).

Output
net charge = +1
LUMO energy (alpha / beta) = -7.426 / -7.427 eV
HOMO energy (alpha / beta) = -14.508 / -14.504 eV

Element x y z (Å)
O 1.0374 -1.0138 -0.8397
O -0.2165 1.7854 0.6403
O -0.6920 -0.7134 0.1685
C 0.6643 1.3300 -0.1332
C 0.1741 -0.1116 -0.6088
Be -1.3200 0.5007 0.9002
H 0.3527 -1.7773 -0.1273

---

[2]
# C2HBr2ClF2

2 unconnected molecules or ions with the total composition C2HBr2ClF2 (ωB97M-V with the def2-TZVPD basis set, OMol25).

Output
net charge = 0
energy relative to the best compared isomer or geometry (same formula, charge and spin) = 3.299 eV
LUMO energy (alpha / beta) = -0.436 / -1.223 eV
HOMO energy (alpha / beta) = -9.158 / -9.147 eV

Element x y z (Å)
C 1.4366 0.0567 0.5826
C -1.3231 -0.1695 -0.6519
F 1.6225 -0.9087 1.4997
F -1.1360 -0.5826 -1.8962
Cl 1.6422 1.6811 1.1427
Br -2.0810 1.6600 -0.7032
Br -2.1332 -1.5884 0.3179
H 1.9719 -0.1486 -0.2915

---

[3]
# C2HBr2FO

A molecular structure, C2HBr2FO (ωB97M-V with the def2-TZVPD basis set, OMol25).

Output
net charge = 0
energy relative to the best compared isomer or geometry (same formula, charge and spin) = 3.600 eV
LUMO energy = -0.943 eV
HOMO energy = -9.269 eV

Element x y z (Å)
C 0.3436 -1.2506 0.5857
C -0.9950 1.0737 -0.6008
O 0.8639 -0.2599 0.1823
F 1.0973 -2.0074 1.3973
Br -0.1514 1.3084 -2.2387
Br -0.5602 2.4043 0.6280
H -0.5981 -1.2685 0.0463

---

[4]
# C2HBr2NO

2 unconnected molecules or ions with the total composition C2HBr2NO (ωB97M-V with the def2-TZVPD basis set, OMol25).

Output
net charge = 0
energy relative to the best compared isomer or geometry (same formula, charge and spin) = 0.000 eV
LUMO energy = -1.113 eV
HOMO energy = -11.012 eV
SMILES string = N#CC(=O)Br.Br

Element x y z (Å)
C -3.9757 0.1517 0.6021
C -4.6212 1.4589 0.6602
N -5.1977 2.4493 0.7513
O -3.3096 -0.3402 1.4600
Br -0.6323 -1.4155 -0.4690
Br -4.5102 -0.7480 -1.0091
H -0.1663 -2.7153 -0.9589

---

[5]
# C2HBrN2O2

2 unconnected molecules or ions with the total composition C2HBrN2O2 (ωB97M-V with the def2-TZVPD basis set, OMol25).

Output
net charge = 0
energy relative to the best compared isomer or geometry (same formula, charge and spin) = 1.989 eV
LUMO energy = -0.814 eV
HOMO energy = -9.625 eV

Element x y z (Å)
C -4.7638 0.4611 -0.1349
C -1.4594 0.4039 0.2794
N -3.7897 1.1023 0.1271
N -2.5114 1.3256 0.0154
O -5.8351 0.0312 -0.2300
O -0.3655 0.0430 0.3173
Br 2.9183 0.7534 -0.1434
H 1.9224 -0.2167 0.0677

---

[6]
# C2HBrO2

C2HBrO2 in the gas phase (ωB97M-V with the def2-TZVPD basis set, OMol25).

Output
net charge = 0
energy relative to the best compared isomer or geometry (same formula, charge and spin) = 0.435 eV
LUMO energy = 0.535 eV
HOMO energy = -9.827 eV
SMILES string = O=C1O[C@H]1Br

Element x y z (Å)
C 0.0471 2.0099 0.0621
C -0.5640 0.4827 -0.0094
O 0.5117 2.8789 -0.5070
O -0.1063 1.3923 1.1418
Br -2.4547 0.0892 -0.0663
H 0.0919 -0.4704 -0.2214

---

Ordered largest force on an atom results: 0.095; 0.030; 0.060; 0.024; 0.149; 0.119; unit hartree/bohr.